{"formula": "C5H10N2", "method": "ωB97M-V/def2-TZVPD", "smiles": "NC1C[C@@H]2N[C@H]2C1", "total_charge": 0, "e_above_lowest_kj_mol": 845.6, "orbital_gap_ev": 8.89, "total_energy_ev": -8318.56946, "symbols": ["N", "C", "C", "C", "N", "C", "C", "H", "H", "H", "H", "H", "H", "H", "H", "H", "H"], "coordinates": [[1.53500, 1.23129, 0.85242], [0.87151, -0.09453, 0.34070], [-0.55960, 0.18730, 0.86783], [-1.17148, 0.36155, -0.42735], [-2.00736, -0.47907, -1.32230], [-0.64495, -0.94437, -1.07349], [0.79238, -0.29914, -1.01528], [2.56597, 1.25492, 0.71371], [1.05168, 1.39283, 2.01335], [1.19951, -0.90530, 0.87329], [-0.93705, -0.70573, 1.56999], [-0.81684, 0.94234, 1.57325], [-0.91485, 1.22433, -1.00617], [-2.32430, -1.25721, -0.62202], [-0.78943, -1.84687, -0.28766], [1.76062, -0.88535, -1.47815], [0.38920, 0.82302, -1.57213]], "nbo_charge": [-0.873, -0.116, -0.415, -0.115, -0.513, -0.090, -0.405, 0.369, 0.373, 0.191, 0.209, 0.214, 0.204, 0.362, 0.143, 0.227, 0.233]}


{"formula": "C42H48BBaBrCl2IN7O2S2", "method": "ωB97M-V/def2-TZVPD", "total_charge": -2, "e_above_lowest_kj_mol": 16.7, "orbital_gap_ev": 4.90, "total_energy_ev": -185095.58630, "symbols": ["Ba", "C", "C", "C", "C", "C", "N", "N", "B", "N", "N", "C", "C", "C", "C", "C", "N", "N", "C", "C", "C", "C", "C", "H", "H", "H", "H", "H", "H", "H", "H", "H", "H", "H", "H", "H", "H", "H", "H", "H", "H", "H", "H", "H", "H", "O", "C", "C", "C", "C", "C", "C", "C", "C", "N", "H", "H", "H", "H", "H", "H", "H", "H", "H", "H", "H", "Cl", "C", "C", "C", "C", "C", "Cl", "C", "S", "H", "H", "H", "O", "S", "C", "C", "C", "C", "C", "C", "C", "C", "C", "C", "C", "C", "H", "H", "H", "H", "H", "H", "H", "H", "H", "H", "I", "C", "H", "H", "Br"], "coordinates": [[0.64121, -0.03800, 1.05134], [-3.38635, -2.43375, 0.47300], [-3.40649, -0.97739, 0.79925], [-4.34507, -0.25918, 1.56089], [-3.88085, 1.04011, 1.58147], [-4.47981, 2.21555, 2.28181], [-2.74661, 1.07652, 0.85312], [-2.44146, -0.16918, 0.38917], [-1.83320, 2.21541, 0.37001], [-1.44462, 3.16067, 1.52728], [-0.51567, 2.67981, 2.39898], [-0.31781, 3.63645, 3.29784], [0.67555, 3.49667, 4.40466], [-1.13679, 4.74014, 3.02198], [-1.83988, 4.39972, 1.88179], [-2.86164, 5.21964, 1.16275], [-2.36899, 2.99947, -0.84614], [-1.48073, 3.86100, -1.40273], [-2.06039, 4.35138, -2.48386], [-1.34141, 5.34879, -3.33482], [-3.34132, 3.79224, -2.65267], [-3.49266, 2.91960, -1.59133], [-4.61400, 1.96259, -1.34634], [-4.26378, -2.92733, 0.89272], [-2.49429, -2.89648, 0.89841], [-3.38354, -2.58475, -0.60885], [-5.21872, -0.64162, 2.06442], [-5.07245, 1.86065, 3.12535], [-5.14396, 2.79227, 1.63128], [-3.71626, 2.88970, 2.66491], [-0.81617, 1.70773, -0.01921], [1.67160, 3.29256, 4.01143], [0.41119, 2.68282, 5.08143], [0.72336, 4.42083, 4.98140], [-1.18998, 5.67361, 3.55910], [-2.94968, 6.18447, 1.66400], [-3.84607, 4.74688, 1.16667], [-2.57661, 5.39134, 0.12662], [-0.26583, 5.21420, -3.22618], [-1.58626, 6.37422, -3.04505], [-1.60345, 5.22821, -4.38723], [-4.04156, 3.95075, -3.45783], [-5.29295, 1.99583, -2.19900], [-5.18871, 2.20374, -0.45117], [-4.24898, 0.93915, -1.24208], [-2.19902, -0.99100, -3.21196], [-1.66561, 0.30992, -2.98797], [-0.27387, 0.50282, -3.57280], [0.87682, -0.07617, -2.72049], [1.91718, 0.93919, -2.26971], [2.47741, 1.74532, -3.24503], [3.65718, 2.47708, -2.89802], [4.09684, 2.51639, -1.63026], [3.27088, 1.90017, -0.53299], [2.28498, 0.89640, -0.98489], [-1.68614, -1.63365, -2.69841], [-1.66117, 0.53914, -1.91834], [-2.36015, 1.00388, -3.46730], [-0.09687, 1.57166, -3.71149], [-0.28335, 0.04596, -4.56697], [1.41213, -0.82933, -3.30549], [0.47316, -0.63347, -1.86645], [2.14897, 1.66807, -4.27292], [4.23600, 2.95794, -3.68305], [5.03111, 2.99424, -1.36287], [3.92305, 1.42878, 0.20891], [1.93378, 0.40718, 4.07473], [3.28869, -0.64540, 4.40008], [3.57346, -0.87651, 5.73135], [4.64541, -1.68558, 6.07606], [5.41024, -2.24315, 5.06342], [5.09700, -1.99277, 3.74014], [6.12965, -2.74124, 2.54217], [4.01707, -1.18472, 3.31653], [3.64973, -0.88272, 1.66565], [2.94735, -0.42223, 6.48736], [4.87771, -1.88013, 7.11486], [6.25506, -2.87998, 5.28971], [-0.74266, -3.12506, -2.05907], [-0.35444, -3.95907, -0.87996], [-0.45423, -5.65981, -1.47050], [-0.80675, -5.88563, -2.78875], [-0.91732, -7.19342, -3.24383], [-0.68554, -8.25483, -2.38117], [-0.34631, -8.01291, -1.05444], [-0.23531, -6.71148, -0.59176], [1.43108, -3.88306, -0.77762], [2.14420, -3.43143, -1.87632], [3.52263, -3.31861, -1.77386], [4.16231, -3.65813, -0.58981], [3.43129, -4.10075, 0.50336], [2.05179, -4.20571, 0.42106], [-0.98820, -5.03141, -3.42956], [-1.18807, -7.38150, -4.27556], [-0.77430, -9.27332, -2.73884], [-0.17166, -8.84012, -0.37796], [0.02229, -6.51064, 0.44157], [1.61134, -3.13989, -2.77219], [4.09182, -2.92584, -2.60680], [5.23094, -3.51670, -0.49298], [3.92942, -4.29082, 1.44418], [1.45743, -4.44840, 1.29357], [3.54269, 4.58359, 1.07323], [2.41935, 2.93787, 0.22198], [1.67300, 3.39547, -0.42545], [1.94042, 2.51187, 1.10399], [-0.28978, -2.71339, 2.67131]], "mulliken_charge": [0.798, -1.054, 0.582, -1.610, 0.667, -1.092, 0.976, 0.203, 0.278, 0.695, -0.265, 0.681, -1.516, -1.466, 0.655, -0.976, 1.093, -0.963, 0.885, -1.628, -1.324, 0.504, -1.096, 0.408, 0.008, 0.187, 0.454, 0.462, 0.073, 0.188, -0.437, 0.267, 0.233, 0.347, 0.371, 0.414, 0.054, 0.129, 0.312, 0.295, 0.375, 0.400, 0.458, 0.139, 0.122, -0.643, -0.310, -1.087, 1.108, -0.164, -1.059, -0.460, -0.800, 0.049, 0.328, 0.457, 0.543, 0.396, 0.565, 0.191, 0.321, -0.850, 0.405, 0.333, 0.440, 0.065, -0.022, 0.392, -0.810, -0.386, -0.776, 0.346, -0.235, -0.294, -0.164, 0.372, 0.322, 0.385, -0.722, 0.905, 0.166, -0.212, -0.688, -0.447, -0.606, -0.302, 0.342, -0.337, -0.734, -0.348, -0.769, 0.043, 0.390, 0.381, 0.354, 0.380, 0.366, 0.348, 0.349, 0.285, 0.381, 0.270, -0.140, -0.345, 0.231, 0.142, -0.933]}


{"formula": "C24H29Cl2N4O10Rb", "method": "ωB97M-V/def2-TZVPD", "total_charge": -2, "e_above_lowest_kj_mol": 24.7, "orbital_gap_ev": 7.33, "total_energy_ev": -77500.27099, "symbols": ["Rb", "C", "O", "C", "O", "N", "N", "H", "H", "H", "H", "H", "H", "O", "C", "C", "C", "C", "C", "C", "C", "C", "N", "H", "H", "H", "H", "H", "H", "H", "H", "H", "H", "H", "C", "C", "C", "O", "C", "O", "O", "H", "H", "H", "H", "H", "H", "H", "Cl", "C", "Cl", "C", "O", "O", "H", "O", "C", "N", "C", "O", "C", "C", "C", "C", "C", "C", "H", "H", "H", "H"], "coordinates": [[-0.24148, 0.33674, 0.54156], [-2.07192, -2.90240, -2.93346], [-3.14426, -2.13292, -2.38560], [-2.72891, -1.13895, -1.57168], [-1.58645, -0.75317, -1.50683], [-3.80451, -0.59666, -0.92388], [-3.63675, 0.20015, 0.21609], [-2.54023, -3.61782, -3.60615], [-1.54380, -3.42192, -2.13205], [-1.37994, -2.25987, -3.47926], [-4.59424, -1.21630, -0.86239], [-3.04701, -0.27548, 0.89441], [-3.24836, 1.10194, -0.04471], [1.90888, 0.56308, -1.41684], [2.97228, -0.31302, -1.67964], [2.55407, -1.52184, -2.51814], [1.42275, -2.34052, -1.87967], [1.80585, -2.92578, -0.54928], [2.60546, -4.06457, -0.46828], [2.94188, -4.57024, 0.77405], [2.47483, -3.92691, 1.90835], [1.69040, -2.79784, 1.73785], [1.36797, -2.30506, 0.54624], [1.58647, 0.96497, -2.25039], [3.34928, -0.64792, -0.70917], [3.79881, 0.20162, -2.19285], [3.43366, -2.15624, -2.68276], [2.21468, -1.16385, -3.49552], [1.14533, -3.15517, -2.55416], [0.54905, -1.70663, -1.73878], [2.93740, -4.55529, -1.37562], [3.54903, -5.46442, 0.85794], [2.69774, -4.29748, 2.89994], [1.29227, -2.26918, 2.59799], [3.29281, 2.07249, 3.54625], [2.12377, 1.83224, 2.59957], [2.09470, 2.90294, 1.50989], [2.25626, 0.54263, 2.00768], [0.77481, 1.86588, 3.39798], [0.58409, 2.83605, 4.14294], [0.01730, 0.87687, 3.17199], [4.22999, 2.08216, 2.98204], [3.33961, 1.27248, 4.28780], [3.15918, 3.01939, 4.06779], [3.03823, 2.89274, 0.95737], [1.94892, 3.88515, 1.96074], [1.29358, 2.72857, 0.78869], [1.41579, 0.12182, 2.28297], [-3.73350, -4.07687, 2.79606], [-2.35583, -4.71254, 1.87030], [-0.92362, -4.88706, 2.91862], [-1.98251, -3.83278, 0.59996], [-1.41684, -4.51215, -0.27104], [-2.30449, -2.64031, 0.63975], [-2.62051, -5.71412, 1.55305], [-2.58446, 2.87090, -0.84757], [-1.84396, 2.82984, -1.82299], [-0.60893, 2.27376, -1.89693], [-0.16670, 2.35093, -3.16954], [0.88952, 1.89903, -3.61965], [-1.17797, 3.08972, -4.02649], [-1.19628, 3.45355, -5.35454], [-2.31058, 4.15315, -5.82144], [-3.36629, 4.46246, -4.96988], [-3.33597, 4.08109, -3.62715], [-2.22661, 3.39900, -3.18140], [-0.37356, 3.20632, -6.01464], [-2.35643, 4.45801, -6.86072], [-4.22269, 5.00332, -5.35595], [-4.15528, 4.30848, -2.95612]], "nbo_charge": [0.911, -0.277, -0.535, 0.914, -0.683, -0.477, -0.671, 0.167, 0.246, 0.178, 0.378, 0.359, 0.390, -0.761, -0.056, -0.409, -0.452, 0.254, -0.265, -0.174, -0.277, 0.072, -0.444, 0.505, 0.181, 0.142, 0.180, 0.202, 0.203, 0.267, 0.200, 0.195, 0.207, 0.202, -0.612, 0.122, -0.615, -0.767, 0.749, -0.745, -0.817, 0.184, 0.203, 0.218, 0.195, 0.211, 0.215, 0.484, -0.061, -0.304, -0.062, 0.754, -0.752, -0.754, 0.209, -0.654, 0.643, -0.665, 0.642, -0.675, -0.130, -0.191, -0.232, -0.226, -0.220, -0.045, 0.214, 0.195, 0.196, 0.220]}